[1]
Formula: H4IO2
Source: OMol25
Level of theory: ωB97M-V/def2-TZVPD

XYZ file:
```
7
H4IO2, DFT ωB97M-V/def2-TZVPD
I 26.432 -3.353 -35.863
O 29.055 -8.207 -34.090
H 29.709 -8.012 -33.419
H 28.425 -7.490 -34.027
O 29.406 -7.038 -38.165
H 29.396 -7.360 -37.264
H 29.191 -6.108 -38.090
```

Computed properties:
Net charge: -1
ΔE to the lowest compared entry with this formula, charge and spin (kcal/mol): 12.2
LUMO level (hartree): 0.1163
Orbital gap (eV): 6.624
Strongest force on any atom (eV/Å): 0.44
E_HOMO (eV): -3.46
Energy (eV): -12263.14434

---

[2]
Formula: H4IO2
Source: OMol25
Level of theory: ωB97M-V/def2-TZVPD

XYZ file:
```
7
H4IO2, DFT ωB97M-V/def2-TZVPD
I -2.356 -0.079 -0.148
O 0.275 0.427 2.253
H -0.259 0.136 1.549
H 0.903 -0.325 2.306
O 0.669 -0.294 -2.328
H -0.360 0.001 -2.140
H 1.128 0.134 -1.493
```

Computed properties:
Net charge: -1
ΔE to the lowest compared entry with this formula, charge and spin (kcal/mol): 13.0
LUMO level (hartree): 0.1355
Orbital gap (eV): 7.619
Strongest force on any atom (eV/Å): 4.29
E_HOMO (eV): -3.93
Energy (eV): -12263.10734

---

[3]
Formula: H4KO2
Source: OMol25
Level of theory: ωB97M-V/def2-TZVPD

XYZ file:
```
7
H4KO2, DFT ωB97M-V/def2-TZVPD
K 0.242 -0.044 1.562
O 0.129 -0.983 -0.256
H -0.169 -1.793 -0.670
H 1.062 -1.125 -0.096
O -0.323 1.452 0.172
H 0.215 1.428 -0.620
H -1.157 1.065 -0.093
```

Computed properties:
Net charge: +1
ΔE to the lowest compared entry with this formula, charge and spin (kcal/mol): 56.0
LUMO level (hartree): -0.1543
Orbital gap (eV): 12.397
Strongest force on any atom (eV/Å): 7.59
E_HOMO (eV): -16.59
Energy (eV): -20477.93632

---

[4]
Formula: H4N2O2P
Source: OMol25
Level of theory: ωB97M-V/def2-TZVPD

XYZ file:
```
9
H4N2O2P, DFT ωB97M-V/def2-TZVPD
N 1.681 0.151 -0.387
N 0.243 0.185 -0.628
P -1.128 -0.132 0.307
O -1.625 -1.609 -0.076
O -2.077 0.949 0.133
H 1.868 0.605 0.539
H 1.965 -0.909 -0.353
H -0.183 0.923 -1.187
H -0.744 -0.163 1.653
```

Computed properties:
Net charge: -1
SMILES: NN[P@H](=O)[O-]
ΔE to the lowest compared entry with this formula, charge and spin (kcal/mol): 72.1
LUMO level (hartree): 0.1605
Orbital gap (eV): 8.313
Strongest force on any atom (eV/Å): 7.45
E_HOMO (eV): -3.95
Energy (eV): -16430.38757

---

[5]
Formula: H4N2O2P
Source: OMol25
Level of theory: ωB97M-V/def2-TZVPD

XYZ file:
```
9
H4N2O2P, DFT ωB97M-V/def2-TZVPD
N -0.799 0.739 -0.745
N -0.923 0.502 0.544
O 1.912 0.699 -0.883
O 2.835 -1.506 0.038
P 2.053 -0.207 0.239
H 0.064 1.317 -0.959
H -0.614 -0.158 -1.095
H -0.927 1.463 1.020
H 2.637 0.609 1.335
```

Computed properties:
Net charge: -1
ΔE to the lowest compared entry with this formula, charge and spin (kcal/mol): 123.3
LUMO level (alpha / beta) (hartree): 0.1672 / 0.1729
Orbital gap (alpha / beta) (eV): 8.400 / 6.994
Strongest force on any atom (eV/Å): 4.37
E_HOMO (alpha / beta) (eV): -3.85 / -2.29
Energy (eV): -16428.17032

---

[6]
Formula: H4N2O2P
Source: OMol25
Level of theory: ωB97M-V/def2-TZVPD

XYZ file:
```
9
H4N2O2P, DFT ωB97M-V/def2-TZVPD
N -0.045 0.595 1.845
N 0.616 -0.097 0.760
O -1.503 0.128 -0.729
O 0.106 -1.642 -1.472
P -0.071 -0.202 -0.695
H 0.291 1.715 1.907
H -1.043 0.624 1.664
H 1.142 -1.645 -1.542
H 0.507 0.523 -1.738
```

Computed properties:
Net charge: -1
2S+1: 3
ΔE to the lowest compared entry with this formula, charge and spin (kcal/mol): 64.9
LUMO level (alpha / beta) (hartree): 0.1385 / 0.0910
Orbital gap (alpha / beta) (eV): 2.993 / 8.103
Strongest force on any atom (eV/Å): 3.73
E_HOMO (alpha / beta) (eV): 0.78 / -5.63
Energy (eV): -16425.94995

---

[7]
Formula: H4N2O2S
Source: OMol25
Level of theory: ωB97M-V/def2-TZVPD

XYZ file:
```
9
H4N2O2S, DFT ωB97M-V/def2-TZVPD
N 0.741 -1.082 -3.745
S 1.393 -1.193 -2.394
O 0.876 -0.863 -1.109
O 2.730 -1.708 -2.483
H -0.162 -0.590 -3.782
N -1.022 1.140 0.861
H -1.597 0.362 0.674
H -0.965 1.269 1.911
H -0.113 0.758 0.563
```

Computed properties:
Net charge: 0
SMILES: N=S(=O)=O.N
ΔE to the lowest compared entry with this formula, charge and spin (kcal/mol): 40.2
LUMO level (hartree): -0.0140
Orbital gap (eV): 9.844
Strongest force on any atom (eV/Å): 2.28
E_HOMO (eV): -10.23
Energy (eV): -17973.40109

---

[8]
Formula: H4N2O2S
Source: OMol25
Level of theory: ωB97M-V/def2-TZVPD

XYZ file:
```
9
H4N2O2S, DFT ωB97M-V/def2-TZVPD
N -2.240 -0.060 0.566
N 1.270 1.272 -0.577
O -0.207 -1.343 -0.414
O 0.057 -0.223 1.727
S -0.794 0.041 0.334
H 1.244 0.948 -1.613
H 0.814 2.160 -0.700
H -0.885 -1.864 -0.720
H 0.741 -0.930 1.396
```

Computed properties:
Net charge: 0
ΔE to the lowest compared entry with this formula, charge and spin (kcal/mol): 123.9
LUMO level (alpha / beta) (hartree): -0.0640 / -0.0390
Orbital gap (alpha / beta) (eV): 8.655 / 9.021
Strongest force on any atom (eV/Å): 4.18
E_HOMO (alpha / beta) (eV): -10.40 / -10.08
Energy (eV): -17969.77270

---

[9]
Formula: H4N2O3S
Source: OMol25
Level of theory: ωB97M-V/def2-TZVPD

XYZ file:
```
10
H4N2O3S, DFT ωB97M-V/def2-TZVPD
N 0.840 -1.106 0.351
N -2.803 -0.333 -0.003
O 1.595 1.496 0.531
O 0.129 0.692 -1.249
O -1.752 -0.384 0.560
S 0.264 0.560 0.223
H 1.124 -1.577 1.234
H 1.612 -1.220 -0.272
H -2.725 0.057 -1.020
H 1.717 1.815 -0.356
```

Computed properties:
Net charge: 0
ΔE to the lowest compared entry with this formula, charge and spin (kcal/mol): 41.5
LUMO level (hartree): -0.0217
Orbital gap (eV): 8.780
Strongest force on any atom (eV/Å): 1.87
E_HOMO (eV): -9.37
Energy (eV): -20018.57068

---

[10]
Formula: H4N2O4S2
Source: OMol25
Level of theory: ωB97M-V/def2-TZVPD

XYZ file:
```
12
H4N2O4S2, DFT ωB97M-V/def2-TZVPD
N -3.825 -0.844 0.401
N 0.911 0.912 0.587
O 1.701 -0.112 -1.715
O -2.073 0.860 0.350
O 1.693 -1.399 0.367
O 3.356 0.311 0.097
S -3.487 0.594 0.332
S 1.973 -0.092 -0.129
H 1.679 -1.014 -1.895
H -3.085 -1.544 0.365
H 1.160 1.828 0.586
H -0.001 0.501 0.653
```

Computed properties:
Net charge: 0
LUMO level (hartree): -0.0382
Orbital gap (eV): 9.842
Strongest force on any atom (eV/Å): 4.03
E_HOMO (eV): -10.88
Energy (eV): -32903.91202

---

- Look up the strongest force on any atom of the second one.
  4.29 eV/Å

---

- Among the records above, which one has the highest net charge?
  H4KO2

---

- Among the records above, which one has the highest net charge?
  H4KO2